Entry 1:
Molecular formula: C14H15ClF6N2O6S3
Method: DFT, ωB97M-V with the def2-TZVPD basis set

## Properties
- Energy: -91356.2800 eV
- Total charge: 0

Each line ends with the Löwdin charge.
Geometry (Å):
C 1.9227 1.2540 -3.1276  -0.04
C 2.8605 0.1016 -3.5382  -0.38
O 4.2091 0.4567 -3.1953  -0.05
C 2.5428 -1.2694 -2.8163  -0.11
C 1.2929 -1.1963 -1.9156  -0.20
C -0.0684 -1.2578 -2.4471  -0.14
S -0.3987 -1.3737 -4.2182  0.66
O -0.8685 -2.6909 -4.4423  -0.21
O -1.2584 -0.3308 -4.6400  -0.23
F 0.9394 -1.2220 -5.0511  -0.14
C -1.1413 -1.2279 -1.5719  -0.15
S -2.9017 -1.3009 -1.9788  0.77
O -3.2169 -1.7050 -3.3106  -0.24
O -3.4772 -2.2352 -1.0545  -0.25
C -3.6775 0.3425 -1.5289  -0.45
F -3.0469 0.9608 -0.5121  0.12
F -4.9165 0.0640 -1.1040  0.15
C -3.7836 1.3576 -2.7069  -0.55
F -4.6896 0.9975 -3.6095  0.19
F -2.6054 1.6528 -3.2505  0.18
F -4.2514 2.5153 -2.1653  0.15
C -0.8426 -1.1315 -0.1755  -0.30
N -1.7375 -1.1233 0.8336  -0.23
S -0.9685 -0.9652 2.2161  1.10
N 0.5940 -0.9180 1.7155  -0.18
C 0.4768 -1.0254 0.4029  -0.40
C 1.5314 -1.0681 -0.5744  -0.49
Cl 3.1550 -0.9371 0.0789  0.76
H 0.8975 1.0932 -3.5034  0.07
H 1.9191 1.4287 -2.0380  0.09
H 2.2561 2.2008 -3.5896  0.10
H 2.8174 -0.0229 -4.6304  0.13
H 4.1398 1.2516 -2.6532  0.08
H 2.3124 -2.0598 -3.5516  0.11
H 3.4277 -1.6090 -2.2739  0.08
C 1.2335 1.7614 5.5974  -0.06
C 0.1259 0.7899 5.9753  -0.50
C -0.0244 0.6825 7.4847  -0.06
O 0.4121 -0.4986 5.4290  -0.08
H 2.1959 1.4229 5.9914  0.08
H 1.3364 1.8217 4.5126  0.08
H 1.0317 2.7615 5.9849  0.08
H -0.8172 1.1196 5.5354  0.14
H 0.8976 0.3093 7.9395  0.08
H -0.8154 -0.0237 7.7412  0.08
H -0.2636 1.6505 7.9281  0.08
H 1.2435 -0.8037 5.8082  0.09

Entry 2:
Molecular formula: C14H15I2N3OReSe4
Method: DFT, ωB97M-V with the def2-TZVPD basis set

## Properties
- Energy: -300980.3344 eV
- Total charge: +2
- Multiplicity: 4

Each line ends with the Mulliken spin population.
Geometry (Å):
Re -0.8262 -3.0757 -1.6814  1.76
I 1.8495 -2.8140 -2.3756  0.04
C 1.7430 -0.7183 -2.4924  -0.01
I -0.2108 -0.1672 -1.8833  0.02
H 1.8360 -0.3099 -3.4453  0.00
H 2.3715 -0.2644 -1.7135  0.00
Se -3.0791 -2.5852 -2.0528  0.08
Se -4.3946 -4.6265 -2.2688  0.44
Se -3.0432 -6.2474 -2.8114  0.47
Se -0.7650 -5.3405 -2.3696  0.16
C 0.6043 5.6287 -1.8449  0.00
C 0.4125 4.5806 -0.8195  0.00
C 1.4800 4.0813 -0.0683  0.00
C 1.3097 3.0385 0.8601  0.00
C 0.0715 2.4858 1.0720  0.00
N 0.0069 1.4260 1.9949  0.00
C -0.7365 0.3026 1.8462  0.00
O -1.6412 0.2276 1.0248  0.00
N -0.3707 -0.7880 2.6920  0.00
C -0.2549 -2.0689 2.1956  -0.03
C 0.4803 -3.0807 2.8007  0.03
C 0.7558 -4.2443 2.1207  -0.01
C 0.2879 -4.4533 0.8107  0.04
N -0.4653 -3.4990 0.2780  -0.01
C -0.7889 -2.3738 0.9651  0.03
C -1.0508 3.0024 0.4157  0.00
C -0.8782 4.0441 -0.5092  0.00
H 1.5353 6.2243 -1.7036  0.00
H -0.1672 6.3846 -1.7260  0.00
H 0.6210 5.2594 -2.8702  0.00
H 2.4149 4.4603 -0.2661  0.00
H 2.1427 2.7485 1.4222  0.00
H 0.7986 1.4232 2.5779  0.00
H 0.4306 -0.6104 3.2287  0.00
H 0.9119 -2.8076 3.7699  0.00
H 1.2548 -5.0757 2.6183  0.00
H 0.5277 -5.3208 0.2374  0.00
H -1.4472 -1.6658 0.4711  -0.01
H -1.9739 2.4943 0.5901  0.00
H -1.7525 4.3252 -1.0903  0.00

Entry 3:
Molecular formula: C14H15N3O3S
Method: DFT, ωB97M-V with the def2-TZVPD basis set

## Properties
- Energy: -36205.7631 eV
- Total charge: 0

Each line ends with the Löwdin charge.
Geometry (Å):
C 4.0849 -0.5775 0.7002  0.02
C 3.4345 -1.0314 1.7535  -0.16
C 2.4826 -2.1935 1.7029  -0.21
N 1.1242 -1.7633 1.9903  -0.12
C 0.3017 -1.4105 0.9873  -0.75
S 0.7504 -1.4305 -0.6013  0.78
N -0.9894 -1.0762 1.3630  0.12
C -1.9266 -0.3633 0.6484  -0.43
O -3.0907 -0.4081 0.9706  0.12
C -1.4196 0.5156 -0.4420  -0.22
C -2.0160 0.4541 -1.6989  -0.01
C -1.6089 1.3132 -2.6987  0.02
C -0.6243 2.2548 -2.4246  -0.14
C -0.0492 2.3514 -1.1617  0.02
C -0.4513 1.4827 -0.1707  -0.05
H -0.0100 1.5448 0.8130  0.12
H 0.7055 3.1014 -0.9815  0.12
N -0.1970 3.1568 -3.4632  -0.36
O -0.7166 3.0489 -4.5536  0.08
O 0.6547 3.9748 -3.1837  0.08
H -2.0405 1.2726 -3.6870  0.12
H -2.7818 -0.2825 -1.8843  0.13
H -1.3755 -1.5621 2.1696  0.12
C 0.7276 -1.6441 3.3838  -0.16
C -0.1914 -2.7613 3.8001  -0.16
C -1.3468 -2.5826 4.4146  0.02
H -1.9698 -3.4104 4.7048  0.06
H -1.7106 -1.6004 4.6731  0.07
H 0.1591 -3.7545 3.5533  0.11
H 0.2529 -0.6726 3.5601  0.13
H 1.6385 -1.6867 3.9867  0.13
H 2.4939 -2.6372 0.7055  0.07
H 2.7616 -2.9533 2.4389  0.13
H 3.5414 -0.5554 2.7201  0.10
H 4.7505 0.2663 0.7623  0.06
H 3.9753 -1.0342 -0.2687  0.05

Entry 4:
Molecular formula: C14H15N3O3S2Tl
Method: DFT, ωB97M-V with the def2-TZVPD basis set

## Properties
- Energy: -51733.4191 eV
- Total charge: +1

Each line ends with the Löwdin charge.
Geometry (Å):
Tl -0.0313 -0.4323 0.1053  1.13
O 1.3192 1.7165 0.7047  -0.11
C 0.9783 2.8938 0.4787  -0.39
O -0.2341 1.2502 -1.7091  -0.10
C 0.0967 2.4427 -1.8119  -0.45
O -0.0393 3.1005 -2.9596  0.09
N 0.5863 3.2927 -0.8170  0.07
C 0.5272 4.4411 -2.7974  -0.08
C 0.6345 4.6771 -1.3137  -0.09
H -0.1377 5.1426 -3.3063  0.14
H 1.5248 4.4382 -3.2551  0.14
H -0.2330 5.2415 -0.9359  0.14
H 1.5625 5.1788 -1.0198  0.14
C 0.9762 3.9315 1.4915  -0.07
C 1.5301 3.7195 2.7048  0.12
H 0.4858 4.8774 1.2219  0.11
H 2.0337 2.7808 2.9455  0.09
H 1.4875 4.5117 3.4525  0.08
C 0.1988 -2.2918 -3.4051  -0.07
C -0.1768 -3.2591 -2.3356  -0.61
N -0.3513 -2.9514 -1.0802  -0.02
C -0.7039 -4.0501 -0.2839  -0.31
C -0.7895 -5.2343 -1.0106  -0.33
S -0.4338 -4.9727 -2.6765  1.07
C -0.9322 -3.8646 1.1360  -0.32
C -1.2836 -4.8187 2.0867  -0.33
S -1.4409 -4.1123 3.6538  1.06
C -1.0231 -2.5407 2.9714  -0.62
N -0.7990 -2.5887 1.6899  -0.04
C -0.9438 -1.3027 3.7980  -0.07
H 1.1495 -2.6000 -3.8647  0.09
H -0.5758 -2.2845 -4.1859  0.09
H 0.3002 -1.2811 -2.9904  0.06
H -1.0463 -6.2009 -0.5927  0.08
H -1.4410 -5.8704 1.8808  0.08
H -1.9176 -1.1067 4.2686  0.09
H -0.1911 -1.4302 4.5887  0.09
H -0.6662 -0.4435 3.1726  0.05